The following is a quantum chemistry calculation of C16H17N2O6 as an isolated structure at a distorted geometry, from the Open Molecules 2025 dataset.

```
41
Properties=species:S:1:pos:R:3:forces:R:3:nbo_charge:R:1
C 3.271998 -0.200288 2.050955 -0.0097 -0.1136 -0.0784 -0.65
C 3.081395 1.172528 1.487273 0.0729 -0.1245 0.0439 0.06
C 4.089547 1.694275 0.687028 0.1201 0.0224 -0.0248 -0.24
C 3.970898 2.928920 0.094540 0.1296 0.1058 -0.1566 -0.22
C 2.826646 3.675017 0.294422 -0.2003 0.1118 0.0113 -0.23
C 1.825131 3.168857 1.090384 0.0060 0.0168 -0.0040 -0.19
C 1.936437 1.924912 1.693584 -0.1922 -0.0356 0.1927 -0.02
C 0.775031 1.452990 2.513802 0.2248 0.1412 0.1954 -0.45
C -0.248062 0.745719 1.713973 0.2934 0.8474 0.6636 0.07
C -0.068009 0.201087 0.517423 -0.1734 -0.1138 -1.3759 -0.19
C -1.100252 -0.489357 -0.168227 1.2274 -0.0480 -1.1437 -0.38
C -0.838698 -1.052029 -1.480396 -0.0236 0.5028 0.8845 0.78
O -0.761663 -2.222225 -1.743845 -0.4123 -0.9331 -0.6400 -0.60
O -0.676942 -0.118371 -2.511335 0.4188 0.1779 -0.3111 -0.76
C -2.344383 -0.575515 0.454663 -0.9853 -0.6382 0.7711 -0.21
C -2.550863 -0.022643 1.657386 -0.5910 -0.6344 -0.6366 -0.10
N -1.510466 0.632409 2.297688 -0.9011 -1.1645 1.7073 -0.16
O -1.778213 1.222614 3.497475 0.9167 -0.0218 -1.8876 -0.33
N -2.054404 2.700722 3.105075 -2.3467 1.8543 0.2790 0.29
O -3.056446 2.790156 2.476511 1.9454 -0.4112 0.7891 -0.27
H 2.446454 -0.523919 2.665010 -0.1976 -0.0681 0.1845 0.22
H 4.187969 -0.262185 2.627704 0.1998 0.0088 0.2037 0.21
H 3.363042 -0.914944 1.241462 0.0105 -0.2320 -0.2088 0.22
H 4.980079 1.111265 0.524379 0.2396 -0.1793 -0.0435 0.20
H 4.754975 3.313184 -0.532599 0.2651 0.0610 -0.1542 0.20
H 2.702194 4.634327 -0.172923 0.0295 0.2916 -0.1372 0.20
H 0.919881 3.725604 1.255868 -0.2492 0.2136 -0.0017 0.21
H 1.100121 0.816234 3.331313 0.1692 -0.0877 0.4188 0.20
H 0.305058 2.319314 2.968128 0.1142 0.1530 0.2278 0.22
H 0.902897 0.263583 0.056845 0.3068 0.1616 -0.0337 0.20
H 0.245188 0.150574 -2.556327 0.1500 0.0477 -0.1067 0.47
H -3.148925 -1.091235 -0.037759 -0.2929 -0.1010 -0.0288 0.21
H -3.490033 -0.057640 2.162312 -0.2797 0.1242 0.3081 0.20
O -3.865469 -2.819947 -3.425381 -0.0603 -0.5591 -0.3624 -0.52
C -2.789588 -3.271243 -3.819955 1.1545 3.9014 1.6502 0.12
C -3.225380 -5.028443 -4.501323 -0.9182 -3.3403 -1.2583 0.15
O -2.161095 -5.488538 -4.903670 -0.1100 0.3479 0.1444 -0.53
H -2.018951 -3.573179 -3.091047 -0.3191 -0.6773 -0.0095 0.19
H -2.314761 -2.841296 -4.724285 -0.3878 -0.4600 -0.3438 0.13
H -3.990368 -4.682659 -5.221786 0.2980 0.4733 0.0382 0.14
H -3.691973 -5.408638 -3.574342 0.3582 0.3792 0.2335 0.14
```
Forces are in eV/Å.

HOMO-LUMO gap: 2.36 eV
Energy above the lowest of the compared OMol25 structures with the same formula, charge and spin: 0.0 kcal/mol
Multiplicity: 1
Calculated total energy: -32123.992 eV
Total charge: -1